1.
{"formula": "C19H40O8S", "method": "ωB97M-V with the def2-TZVPD basis set", "symbols": ["C", "C", "O", "O", "C", "C", "C", "C", "C", "O", "S", "O", "O", "C", "C", "C", "C", "O", "H", "H", "H", "H", "H", "H", "H", "H", "H", "H", "H", "H", "H", "H", "H", "H", "H", "H", "H", "H", "C", "C", "O", "C", "C", "H", "H", "H", "H", "H", "H", "H", "H", "H", "H", "C", "C", "O", "C", "C", "H", "H", "H", "H", "H", "H", "H", "H", "H", "H"], "coordinates": [[-0.5631, -4.6006, -5.9591], [0.3357, -3.7450, -5.1006], [1.0621, -4.1928, -4.2375], [0.2375, -2.3950, -5.3417], [1.3644, -1.8663, -6.0778], [1.7649, -0.5497, -5.4608], [0.6639, 0.5096, -5.5255], [0.8857, 1.6326, -4.4882], [-0.1615, 1.7085, -3.3764], [0.2694, 2.6545, -2.3598], [1.3458, 2.1543, -1.2980], [2.6584, 2.1206, -1.8813], [1.2137, 3.0179, -0.1551], [0.8284, 0.5261, -0.7468], [1.9046, -0.0784, 0.1312], [0.4498, -0.3163, -1.9590], [-0.6120, 0.3942, -2.7629], [-1.6873, 0.6421, -1.8522], [0.0077, -5.3887, -6.4331], [-1.3337, -5.0180, -5.3199], [-1.0355, -3.9929, -6.7226], [2.2005, -2.5558, -5.9800], [1.1058, -1.7533, -7.1288], [2.1262, -0.7287, -4.4530], [2.6185, -0.1746, -6.0263], [-0.3242, 0.0663, -5.4635], [0.7263, 0.9607, -6.5134], [0.8397, 2.5844, -5.0110], [1.8921, 1.5603, -4.0894], [-1.0485, 2.1628, -3.8125], [-0.0409, 0.7342, -0.1337], [1.4268, -0.8645, 0.7125], [2.2601, 0.6578, 0.8451], [2.7226, -0.5120, -0.4309], [0.0166, -1.2578, -1.6262], [1.3290, -0.5668, -2.5430], [-0.9859, -0.2744, -3.5337], [-2.4626, 0.8900, -2.3517], [-1.6467, 2.0399, 2.5342], [-2.3617, 0.7649, 2.1098], [-2.7287, -0.0769, 3.1884], [-3.6026, 0.4827, 4.1487], [-4.9422, 0.9260, 3.5860], [-0.7545, 1.8027, 3.1145], [-1.3476, 2.6118, 1.6546], [-2.2818, 2.6808, 3.1474], [-1.6968, 0.1625, 1.4894], [-3.2340, 1.0000, 1.4897], [-3.1138, 1.3106, 4.6758], [-3.7620, -0.3062, 4.8844], [-4.8344, 1.7242, 2.8508], [-5.5798, 1.2976, 4.3887], [-5.4466, 0.0898, 3.0999], [-0.2312, -0.2683, 5.4192], [0.7490, -0.9506, 6.3574], [2.0134, -1.2130, 5.7765], [2.7311, -0.0849, 5.3130], [3.0465, 0.9382, 6.3906], [-0.3809, -0.8617, 4.5177], [-1.1954, -0.1394, 5.9110], [0.1181, 0.7192, 5.1132], [0.3574, -1.9263, 6.6452], [0.8641, -0.3736, 7.2826], [2.2029, 0.3886, 4.4769], [3.6612, -0.4843, 4.9089], [2.1437, 1.3756, 6.8185], [3.6420, 1.7497, 5.9715], [3.6103, 0.4756, 7.2018]], "forces_ev_per_a": [[-0.053, 0.639, 0.034], [0.666, -0.666, 1.015], [-0.770, 0.699, -1.132], [0.074, -0.331, -0.287], [0.307, 0.128, 0.619], [-0.123, 0.017, -0.409], [0.435, 0.353, 0.062], [-0.258, -0.142, -0.423], [0.333, -0.115, -0.598], [-0.138, -0.632, 0.236], [0.967, 1.142, 1.736], [-0.377, -0.589, -0.589], [-0.436, -0.088, -0.484], [0.085, 0.067, -0.712], [-0.282, -0.018, 0.250], [-0.223, -0.099, 0.441], [-0.351, -0.038, 0.257], [0.245, -0.138, 0.216], [0.100, -0.242, 0.124], [-0.068, -0.259, 0.038], [-0.091, 0.024, -0.086], [0.045, -0.156, -0.114], [-0.207, -0.057, -0.126], [-0.112, -0.026, 0.196], [0.183, 0.018, 0.031], [-0.133, -0.114, 0.136], [-0.150, 0.003, -0.171], [0.070, 0.214, 0.093], [0.059, -0.048, 0.253], [-0.162, 0.236, 0.143], [-0.226, 0.130, -0.080], [0.039, -0.195, 0.019], [0.243, 0.067, 0.026], [0.184, 0.106, -0.123], [0.071, -0.126, 0.153], [0.111, 0.116, -0.180], [0.205, -0.006, -0.334], [-0.300, 0.130, -0.153], [-0.069, -0.055, 0.004], [0.064, 0.189, -0.020], [0.024, -0.187, -0.039], [-0.039, 0.079, 0.066], [0.017, -0.012, -0.101], [0.030, -0.005, -0.025], [0.043, -0.021, -0.006], [-0.030, 0.021, -0.050], [-0.021, -0.066, 0.031], [-0.014, 0.037, 0.022], [-0.020, 0.038, -0.031], [0.042, -0.041, -0.015], [0.005, 0.045, 0.045], [0.000, -0.013, 0.020], [-0.007, -0.011, 0.013], [0.140, 0.010, -0.051], [-0.111, 0.073, 0.050], [0.073, -0.141, 0.006], [0.015, 0.089, -0.062], [-0.056, -0.040, 0.079], [-0.055, -0.007, -0.002], [-0.020, -0.030, 0.004], [-0.033, 0.031, 0.063], [0.057, -0.038, -0.015], [0.007, 0.038, -0.023], [-0.021, 0.036, 0.030], [-0.009, -0.059, -0.001], [-0.005, 0.044, -0.048], [0.017, -0.007, -0.016], [0.017, -0.001, -0.005]], "orbital_gap_ev": 9.83, "e_homo_ev": -9.449, "total_charge": 0, "smiles": "CC(=O)OCCCC[C@@H]1OS(=O)(=O)[C@H](C)C[C@H]1O.CCOCC.CCOCC"}

***

2.
{"formula": "C28H39BMoN9O", "method": "ωB97M-V with the def2-TZVPD basis set", "symbols": ["Mo", "C", "C", "C", "C", "C", "N", "N", "B", "N", "N", "C", "C", "C", "C", "C", "N", "N", "C", "C", "C", "C", "C", "H", "H", "H", "H", "H", "H", "H", "H", "H", "H", "H", "H", "H", "H", "H", "H", "H", "H", "H", "H", "H", "H", "N", "C", "N", "C", "C", "O", "C", "C", "H", "H", "H", "H", "H", "H", "H", "H", "C", "C", "C", "C", "C", "C", "C", "C", "N", "H", "H", "H", "H", "H", "H", "H", "H", "H"], "coordinates": [[-0.0143, -0.0394, 0.1196], [-2.6933, -1.8924, -1.3305], [-1.7157, -2.5767, -0.4399], [-1.6090, -3.8933, -0.0934], [-0.5029, -4.0110, 0.7731], [0.0532, -5.2470, 1.3959], [0.0119, -2.8046, 0.9759], [-0.7345, -1.8942, 0.2410], [1.2167, -2.3354, 1.8607], [0.6886, -1.2641, 2.8097], [0.1939, -0.0955, 2.2861], [-0.0552, 0.7120, 3.3549], [-0.5741, 2.1060, 3.2586], [0.2627, 0.0477, 4.5202], [0.7301, -1.2040, 4.1438], [1.2271, -2.3178, 5.0065], [2.2763, -1.6319, 0.9448], [1.9421, -0.5083, 0.2070], [3.0546, -0.0693, -0.4527], [3.0293, 1.1340, -1.3393], [4.0926, -0.8968, -0.1077], [3.5696, -1.8802, 0.7484], [4.2776, -3.0362, 1.3731], [-3.4032, -2.6130, -1.7263], [-3.2523, -1.1362, -0.7852], [-2.1924, -1.4204, -2.1759], [-2.2503, -4.7009, -0.4233], [-0.4986, -6.1146, 1.0449], [1.1084, -5.3794, 1.1490], [-0.0295, -5.2043, 2.4851], [1.7016, -3.2560, 2.4409], [-0.1264, 2.6578, 2.4376], [-1.6567, 2.0879, 3.1486], [-0.3496, 2.6382, 4.1808], [0.1722, 0.4282, 5.5311], [1.0893, -2.0577, 6.0524], [0.6923, -3.2483, 4.8085], [2.2917, -2.5013, 4.8402], [2.1104, 1.6884, -1.2381], [3.8486, 1.8048, -1.0893], [3.1502, 0.8519, -2.3858], [5.1210, -0.8184, -0.4362], [5.3054, -3.0688, 1.0226], [4.2905, -2.9420, 2.4618], [3.7945, -3.9826, 1.1257], [-1.3376, 1.4562, 0.2937], [-1.9879, 2.4351, 0.3037], [-2.6774, 3.4966, 0.2999], [-3.0135, 4.2566, -0.9555], [-2.4573, 5.6644, -0.8128], [-2.9537, 6.2826, 0.3575], [-2.5786, 5.6007, 1.5399], [-3.1568, 4.1966, 1.5486], [-4.0984, 4.2855, -1.0218], [-2.6036, 3.7485, -1.8228], [-2.7898, 6.2534, -1.6613], [-1.3619, 5.6371, -0.8051], [-2.9838, 6.1517, 2.3827], [-1.4870, 5.5576, 1.6347], [-4.2413, 4.2373, 1.4812], [-2.8676, 3.6442, 2.4328], [-0.9766, 2.1931, -3.1517], [-0.3453, 0.9876, -3.7865], [-0.2091, 0.8762, -5.1462], [0.3491, -0.2731, -5.7104], [0.7809, -1.3347, -4.9162], [0.6812, -1.2844, -3.5446], [1.1339, -2.4429, -2.6945], [0.1135, -0.0953, -2.9766], [-0.0079, -0.0126, -1.6272], [-1.1644, 2.9657, -3.8931], [-0.3351, 2.6123, -2.3756], [-1.9313, 1.9099, -2.7009], [-0.5427, 1.6869, -5.7838], [0.4417, -0.3456, -6.7888], [1.2008, -2.2205, -5.3813], [1.4762, -3.2601, -3.3258], [0.3228, -2.8226, -2.0714], [1.9639, -2.1586, -2.0457]], "forces_ev_per_a": [[0.201, -0.999, -1.215], [0.123, -0.092, 0.028], [0.162, 0.029, 0.087], [-0.106, -0.303, -0.098], [0.047, -0.322, 0.101], [-0.025, 0.071, 0.022], [-0.258, 0.256, 0.027], [0.143, 0.391, -0.180], [0.065, 0.058, 0.070], [0.052, -0.163, -0.194], [-0.129, 0.135, 0.492], [0.067, 0.036, -0.230], [-0.018, -0.129, 0.095], [-0.042, 0.058, 0.319], [0.116, -0.134, 0.288], [0.017, 0.035, -0.119], [-0.107, 0.396, 0.131], [-0.092, 0.021, -0.194], [-0.121, -0.100, 0.040], [0.347, -0.324, 0.025], [0.280, -0.088, -0.141], [0.258, -0.207, 0.080], [-0.040, 0.094, 0.014], [-0.008, -0.047, 0.017], [-0.070, 0.107, 0.066], [0.022, 0.028, -0.029], [0.124, 0.126, 0.075], [0.003, -0.007, -0.009], [-0.075, 0.032, -0.017], [-0.016, 0.021, -0.087], [-0.089, 0.115, -0.173], [0.059, 0.078, -0.104], [-0.086, 0.014, -0.018], [0.008, -0.019, -0.008], [0.034, -0.084, -0.239], [-0.007, -0.003, 0.001], [0.000, 0.066, 0.010], [-0.077, 0.038, 0.006], [-0.386, 0.240, 0.036], [0.052, 0.002, 0.040], [0.001, -0.052, 0.007], [-0.163, -0.023, 0.075], [0.007, -0.010, -0.013], [-0.015, 0.020, -0.079], [0.009, 0.055, -0.018], [-0.098, 0.029, 0.251], [-0.130, 0.569, -0.039], [-0.180, 0.033, 0.099], [0.039, 0.041, 0.116], [-0.037, -0.020, 0.382], [0.068, -0.180, 0.006], [0.044, 0.007, -0.377], [0.016, 0.084, -0.219], [-0.087, -0.084, 0.035], [0.024, -0.071, 0.068], [-0.019, 0.125, -0.059], [0.072, 0.036, 0.015], [-0.035, 0.109, 0.039], [0.045, 0.049, 0.004], [-0.082, -0.084, -0.051], [0.092, -0.161, 0.020], [0.024, -0.193, -0.059], [0.048, -0.010, 0.485], [0.087, -0.120, -0.314], [-0.014, 0.022, 0.013], [0.021, 0.022, -0.240], [-0.127, 0.114, 0.403], [-0.021, 0.140, -0.090], [0.030, -0.148, 0.096], [-0.092, 0.132, 0.226], [-0.003, 0.004, -0.030], [0.048, 0.051, 0.076], [-0.004, -0.015, -0.001], [0.024, -0.074, 0.012], [-0.004, 0.013, 0.085], [-0.043, 0.100, 0.015], [-0.012, 0.033, -0.012], [0.011, 0.002, 0.003], [0.028, 0.023, 0.059]], "orbital_gap_ev": [5.72, 5.72], "e_homo_ev": [-16.934, -16.934], "total_charge": 3}

***

3.
{"formula": "H5NS2", "method": "ωB97M-V with the def2-TZVPD basis set", "symbols": ["N", "H", "H", "H", "S", "S", "H", "H"], "coordinates": [[1.3184, -0.3659, 0.0632], [0.8625, 0.2179, -0.6320], [2.3020, -0.1407, -0.0432], [1.2716, -1.3508, -0.1753], [-1.8809, 1.5328, 0.3082], [-2.2131, -0.3272, -0.3697], [-0.6677, 1.2140, 0.8256], [-0.9928, -0.7801, 0.0233]], "forces_ev_per_a": [[-0.209, 0.310, 0.087], [0.184, -0.467, -0.438], [0.082, 0.165, 0.409], [-0.232, 0.070, -0.289], [0.031, -0.471, -0.040], [0.202, 0.348, 0.193], [0.077, 0.162, 0.067], [-0.134, -0.117, 0.013]], "s_squared": 0.755, "spin_multiplicity": 2, "orbital_gap_ev": [9.65, 6.35], "e_homo_ev": [-14.981, -14.983], "total_charge": 1}